<a>
DFT (wB97M-V/def2-TZVPD) results for Br2H2NOP in the gas phase.

Structure (ORCA input):
```
! wB97M-V def2-TZVPD RIJCOSX def2/J DEFGRID3
* xyz 0 1
O 0.374 -0.225 1.885
Br -2.168 -0.962 0.356
P -0.132 -0.339 0.522
H -0.147 0.812 -1.303
H 1.027 1.434 -0.506
N 0.040 1.266 -0.420
Br 1.006 -1.986 -0.534
*
```

As for the HOMO energy: -10.93 eV. The calculation puts the HOMO-LUMO gap at 10.37 eV. The calculation puts the molar mass at 222.8 g/mol.

Here is what natural (NBO) gives for the atomic charges, in e: -1.04 -0.12 1.66 0.36 0.38 -1.02 -0.22



<b>
DFT (wB97M-V/def2-TZVPD) results for 2 unconnected molecules or ions with the total composition Br2H2NOP.

Structure (ORCA input):
```
! wB97M-V def2-TZVPD RIJCOSX def2/J DEFGRID3
* xyz 0 1
H 0.608 -0.781 0.041
Br -1.933 -2.065 -0.340
N 0.196 0.081 -0.009
O -2.053 1.268 -0.198
H 0.698 0.942 0.087
Br 3.864 0.428 -0.020
P -1.380 0.126 0.439
*
```

As for the HOMO energy (spin up / spin down): -10.73 / -9.27 eV. The calculation puts the HOMO-LUMO gap (spin up / spin down) at 8.34 / 5.00 eV. The calculation puts the molar mass at 222.8 g/mol.

Here is what natural (NBO) gives for the atomic charges, in e: 0.41 -0.31 -1.16 -0.98 0.42 0.00 1.62



<c>
DFT (wB97M-V/def2-TZVPD) results for a molecular structure, Br2H2NOP.

Structure (ORCA input):
```
! wB97M-V def2-TZVPD RIJCOSX def2/J DEFGRID3
* xyz 0 1
Br -2.001 1.913 0.516
P -0.371 -0.407 -0.419
Br -1.212 -1.973 0.625
O -0.331 -0.646 -1.876
H 1.585 0.780 -0.227
N 1.082 0.069 0.197
H 1.248 0.263 1.184
*
```

As for the HOMO energy: -9.74 eV. The calculation puts the HOMO-LUMO gap at 7.64 eV. The calculation puts the molar mass at 222.8 g/mol.

Here is what natural (NBO) gives for the atomic charges, in e: -0.50 1.84 -0.04 -0.98 0.42 -1.16 0.43



Order from most stable to least stable according to the calculation: <a>, <c>, <b>



<a>
DFT (wB97M-V/def2-TZVPD) results for 3 unconnected molecules or ions with the total composition C6H14ClN2O2.

Structure (ORCA input):
```
! wB97M-V def2-TZVPD RIJCOSX def2/J DEFGRID3
* xyz -1 1
H 2.773 0.322 2.669
H 0.633 1.985 -4.289
H -2.190 -1.167 -0.858
H -1.513 -1.041 1.716
O 0.357 -0.592 4.474
H 0.402 0.619 -2.266
C 0.876 -0.330 3.395
H 1.602 1.643 3.028
H -0.473 -1.283 -1.170
H 0.889 -0.404 1.377
N 0.534 -0.842 2.214
C -1.317 -0.592 -1.169
N -0.376 0.707 -2.905
H 2.331 0.851 4.382
H -0.893 -2.276 2.741
H -0.362 -2.259 1.036
Cl 2.288 0.262 -0.504
H -0.290 0.853 -5.028
C -0.325 1.486 -4.142
C 2.008 0.686 3.354
H -1.152 2.181 -4.286
O -2.613 0.459 -2.867
C -1.509 0.240 -2.401
H -1.057 0.133 -0.397
C -0.623 -1.643 1.897
*
```

As for the HOMO energy: -5.12 eV. The calculation puts the HOMO-LUMO gap at 8.50 eV. The calculation puts the molar mass at 181.6 g/mol.

These are the natural (NBO) partial charges, in e, on atoms 1 to 8: 0.25 0.21 0.22 0.18 -0.68 0.45 0.68 0.23



<b>
DFT (wB97M-V/def2-TZVPD) results for 3 unconnected molecules or ions with the total composition C6H14ClN2O2.

Structure (ORCA input):
```
! wB97M-V def2-TZVPD RIJCOSX def2/J DEFGRID3
* xyz -1 1
O 13.117 -2.556 10.914
H 13.217 -0.989 7.540
C 14.158 -1.530 7.636
H 11.219 3.538 8.835
N 10.337 5.234 9.572
H 14.313 -2.167 6.766
H 15.241 -3.801 10.055
H 8.645 5.176 10.790
C 11.305 4.636 8.814
H 12.301 -1.672 9.149
C 10.237 6.714 9.717
H 9.212 7.058 9.576
H 15.412 -3.863 8.320
Cl 10.975 0.739 8.897
H 10.143 4.700 11.483
H 16.159 -2.593 9.315
H 10.818 7.212 8.941
H 9.329 3.576 10.302
C 9.550 4.608 10.573
H 14.899 -0.731 7.675
O 12.141 5.277 8.105
C 13.121 -2.108 9.740
C 15.256 -3.183 9.157
N 14.112 -2.330 8.921
H 10.614 6.995 10.700
*
```

As for the HOMO energy: -4.29 eV. The calculation puts the HOMO-LUMO gap at 7.45 eV. The calculation puts the molar mass at 181.6 g/mol.

These are the natural (NBO) partial charges, in e, on atoms 1 to 8: -0.68 0.26 -0.42 0.20 -0.43 0.18 0.23 0.19



Order from most stable to least stable according to the calculation: <a>, <b>



<a>
DFT (wB97M-V/def2-TZVPD) results for C16H22N2O in the gas phase.

Structure (ORCA input):
```
! wB97M-V def2-TZVPD RIJCOSX def2/J DEFGRID3
* xyz 0 1
H 0.869 -4.572 2.524
H -1.191 0.518 0.999
C 0.706 -3.318 0.738
C -0.011 0.690 -2.254
N 0.237 -1.405 1.863
C 0.807 2.657 -0.289
H 1.058 -2.322 4.807
H -0.773 4.010 0.240
C -0.581 2.952 0.289
C 0.396 -2.390 2.712
H 0.897 -5.384 0.217
C 0.658 -3.636 2.061
O 0.509 -1.908 -1.640
N 0.403 -1.976 0.616
H 0.517 4.038 -1.892
H 2.124 0.869 -0.569
H -0.631 -2.980 4.466
C 0.136 -2.227 4.168
C 0.014 0.277 -0.762
H -2.137 -0.001 -0.429
H -0.345 2.394 -3.532
C 0.752 2.966 -1.773
H 1.696 2.742 -2.223
H 1.802 -4.243 -0.810
H -2.689 2.300 0.086
H -2.490 1.780 -2.340
H -0.556 2.729 1.358
C -0.350 2.189 -2.466
C -1.692 2.127 -0.352
H -2.027 3.465 -2.015
C 0.857 -4.387 -0.291
H -0.295 -1.244 4.363
C 0.295 -1.276 -0.592
H 1.216 0.926 0.942
C -1.739 2.433 -1.863
C -1.343 0.648 -0.061
H 1.541 3.285 0.243
H 0.992 0.461 -2.662
C 1.143 1.151 -0.116
H -0.019 -4.384 -0.972
H -0.758 0.049 -2.790
*
```

As for the HOMO energy: -9.39 eV. The calculation puts the HOMO-LUMO gap at 10.20 eV. The calculation puts the molar mass at 258.4 g/mol.

These are the natural (NBO) partial charges, in e, on atoms 1 to 8: 0.23 0.23 0.22 -0.39 -0.28 -0.21 0.23 0.21



<b>
DFT (wB97M-V/def2-TZVPD) results for C16H22N2O in the gas phase.

Structure (ORCA input):
```
! wB97M-V def2-TZVPD RIJCOSX def2/J DEFGRID3
* xyz 0 1
H 3.413 -1.202 2.616
H -2.089 1.056 -1.947
C -2.840 0.770 1.228
H -1.952 1.085 1.740
H -5.866 -0.014 0.980
C 1.665 2.775 -1.874
C -4.152 0.156 -0.393
H -0.352 -3.406 -1.101
C 1.931 2.411 0.593
C 1.531 -2.418 -0.817
C -0.771 -1.554 -0.066
H -1.651 -1.881 0.493
C 2.238 0.209 1.533
H 2.424 -0.143 3.636
H -2.000 -1.420 -1.832
H 0.925 3.545 -1.665
C -1.227 -0.832 -1.333
C 1.959 0.505 -0.848
O 2.253 -1.700 0.160
H 1.920 0.100 -1.848
H 2.604 3.274 -2.115
H -4.461 -0.092 -1.387
C 2.128 -0.337 0.245
H 1.683 -1.473 2.725
H 1.498 -1.888 -1.773
C 1.850 1.879 -0.686
C -4.835 0.202 0.788
C -1.764 0.569 -1.021
H -0.394 -0.717 -2.027
H 0.205 -3.352 0.576
H 1.841 3.478 0.736
H 2.208 2.008 2.671
C 0.113 -2.771 -0.344
C 2.136 1.581 1.681
H 1.347 2.210 -2.748
H -0.969 1.170 -0.571
N -2.869 0.529 -0.103
C 2.451 -0.700 2.703
N -4.002 0.587 1.790
H -0.224 -0.857 0.571
H 2.096 -3.343 -0.965
*
```

As for the HOMO energy: -8.46 eV. The calculation puts the HOMO-LUMO gap at 9.20 eV. The calculation puts the molar mass at 258.4 g/mol.

These are the natural (NBO) partial charges, in e, on atoms 1 to 8: 0.22 0.21 0.17 0.20 0.21 -0.63 -0.12 0.20



Order from most stable to least stable according to the calculation: <a>, <b>



<a>
DFT (wB97M-V/def2-TZVPD) results for 2 unconnected molecules or ions with the total composition C10H16OS.

Structure (ORCA input):
```
! wB97M-V def2-TZVPD RIJCOSX def2/J DEFGRID3
* xyz 0 1
H 0.424 3.000 0.968
H -0.658 -2.870 -1.661
C -1.380 1.899 1.444
H -1.960 2.776 1.498
H 2.226 -0.331 -0.568
S -1.150 -0.532 -1.511
C -2.020 0.641 1.429
C 0.107 -0.435 1.150
H 0.771 -1.146 -2.936
H 2.853 -1.130 0.943
C -1.548 -2.216 -1.801
H 0.849 0.495 -1.930
C 0.273 -0.231 -2.645
H -3.787 1.249 1.021
C 0.698 0.831 1.123
C -1.288 -0.523 1.332
H -2.274 -2.570 -1.049
C -0.012 2.007 1.177
H -1.713 -1.551 1.262
H 0.680 -1.331 0.955
H 2.539 1.916 0.914
H 3.916 -0.073 0.031
H -1.958 -2.379 -2.834
H 0.144 0.497 -3.501
H 2.510 0.802 2.213
O -3.376 0.552 1.565
C 2.881 -0.211 0.284
C 2.252 0.865 1.127
*
```

As for the HOMO energy: -7.73 eV. The calculation puts the HOMO-LUMO gap at 8.54 eV. The calculation puts the molar mass at 184.3 g/mol.

These are the natural (NBO) partial charges, in e, on atoms 1 to 8: 0.22 0.21 -0.27 0.21 0.21 0.21 0.28 -0.18



<b>
DFT (wB97M-V/def2-TZVPD) results for 2 unconnected molecules or ions with the total composition C10H16OS.

Structure (ORCA input):
```
! wB97M-V def2-TZVPD RIJCOSX def2/J DEFGRID3
* xyz 0 1
H -0.257 -2.658 -1.021
C 0.086 -0.532 2.022
O -1.436 0.998 3.106
C 2.901 1.069 -1.741
H -3.701 0.010 -1.257
H -0.309 -2.294 -2.755
C 2.845 0.137 -0.532
C -0.895 -2.319 -1.834
H 3.432 0.585 -2.561
C -0.429 0.741 2.205
H 1.482 -1.755 1.024
H -0.339 -1.366 2.566
H 3.420 2.007 -1.536
C -3.171 -0.580 -1.994
C 1.132 -0.738 1.136
H -3.205 -0.076 -2.961
H 3.772 0.226 0.037
H -1.705 -3.032 -1.968
H 1.903 1.391 -2.069
H -0.352 2.769 1.658
H -3.620 -1.564 -2.039
C 0.097 1.803 1.484
C 1.149 1.572 0.610
H 1.526 2.438 0.084
H 2.899 -0.893 -0.895
C 1.671 0.301 0.393
H -2.071 0.277 3.114
S -1.485 -0.694 -1.322
*
```

As for the HOMO energy: -8.21 eV. The calculation puts the HOMO-LUMO gap at 8.94 eV. The calculation puts the molar mass at 184.3 g/mol.

These are the natural (NBO) partial charges, in e, on atoms 1 to 8: 0.23 -0.26 -0.69 -0.61 0.23 0.21 -0.42 -0.75



<c>
DFT (wB97M-V/def2-TZVPD) results for 2 unconnected molecules or ions with the total composition C10H16OS.

Structure (ORCA input):
```
! wB97M-V def2-TZVPD RIJCOSX def2/J DEFGRID3
* xyz 0 1
H -3.093 3.405 -1.381
C 0.695 0.965 -0.738
H 1.731 -0.891 -0.806
C -0.268 0.517 -1.673
C -0.408 3.175 -0.656
H -2.026 1.012 -2.672
C 0.633 -4.010 1.132
H -0.346 4.234 -0.448
C 3.215 0.573 -0.320
H -0.377 -0.492 -2.039
H 3.978 -0.178 -0.117
C 0.630 2.287 -0.341
H 1.386 2.575 0.386
C -1.203 1.436 -2.106
H 1.577 -0.210 0.799
H 3.392 1.320 0.457
C -1.319 2.734 -1.611
H 1.395 -4.743 1.366
O -2.361 3.573 -1.975
H -1.046 -2.082 0.800
H 1.024 -3.110 0.672
H -2.302 -2.469 2.044
C 1.785 0.045 -0.249
H 3.372 0.993 -1.313
H -1.131 -1.272 2.393
C -1.268 -2.212 1.852
H -0.113 -4.498 0.514
S -0.185 -3.437 2.695
*
```

As for the HOMO energy: -8.51 eV. The calculation puts the HOMO-LUMO gap at 9.23 eV. The calculation puts the molar mass at 184.3 g/mol.

These are the natural (NBO) partial charges, in e, on atoms 1 to 8: 0.48 -0.03 0.20 -0.19 -0.25 0.21 -0.71 0.23



Order from most stable to least stable according to the calculation: <b>, <c>, <a>



<a>
DFT (wB97M-V/def2-TZVPD) results for C3H8NO2P in the gas phase.

Structure (ORCA input):
```
! wB97M-V def2-TZVPD RIJCOSX def2/J DEFGRID3
* xyz 0 1
H -1.295 -1.533 1.110
O -2.876 1.240 -0.723
H -1.691 0.989 0.976
C -0.664 -1.325 0.162
H 1.296 -1.651 1.162
H 0.984 2.042 -1.011
H 1.412 -0.371 -1.987
H 0.639 0.023 1.533
H 1.567 1.833 0.500
O -1.332 -0.429 -0.767
H -0.527 -2.324 -0.399
C 0.748 -0.752 0.686
N 1.817 1.696 -0.500
P 1.897 -0.085 -0.669
C -1.974 0.647 -0.075
*
```

As for the HOMO energy: -8.41 eV. The calculation puts the HOMO-LUMO gap at 8.99 eV. The calculation puts the molar mass at 121.1 g/mol.

These are the natural (NBO) partial charges, in e, on atoms 1 to 8: 0.18 -0.54 0.15 -0.10 0.25 0.37 -0.02 0.23



<b>
DFT (wB97M-V/def2-TZVPD) results for 2 unconnected molecules or ions with the total composition C3H8NO2P.

Structure (ORCA input):
```
! wB97M-V def2-TZVPD RIJCOSX def2/J DEFGRID3
* xyz 0 1
H -1.257 -0.339 -2.516
N -0.990 -0.114 -1.513
H -1.500 -1.292 1.157
C -1.573 -0.286 0.765
C -1.921 -0.559 -0.683
O 3.467 1.218 0.235
P 0.850 -0.142 -0.640
H 0.188 0.531 1.775
H -2.797 -1.112 -0.933
H 4.397 1.069 0.344
O 1.103 -1.571 -0.488
H 3.070 0.399 -0.068
H -2.484 0.229 1.228
C -0.325 0.529 0.860
H -0.231 1.440 0.478
*
```

As for the HOMO energy: -7.81 eV. The calculation puts the HOMO-LUMO gap at 7.80 eV. The calculation puts the molar mass at 121.1 g/mol.

These are the natural (NBO) partial charges, in e, on atoms 1 to 8: 0.40 -0.70 0.25 -0.49 0.26 -0.94 1.26 0.23



Order from most stable to least stable according to the calculation: <b>, <a>